1.
Entry from the Open Molecules 2025 dataset: a 12-piece molecular cluster, C34H100N8O12 overall (ωB97M-V/def2-TZVPD).

## Properties
Energy above the lowest of the compared OMol25 structures with the same formula, charge and spin, kcal/mol: 105.53
SMILES string: COC[C@H](C)N.COC[C@H](C)N.COC[C@H](C)N.COC[C@H](C)N.COC[C@H](C)N.COC[C@H](C)N.COC[C@H](C)N.COC[C@H](C)N.CO.CO.O.O
E, a.u.: -2695.97944
Kohn-Sham gap, eV: 8.811
Total charge: 0
Molecular weight, g/mol: 813.22

Last column: Mulliken charge in e.
Cartesian coordinates (Å):
1 C 3.56930 -3.19815 -10.05815  -1.483
2 C 3.01673 -2.14539 -9.12307  0.542
3 C 3.59792 -2.27393 -7.69133  -0.775
4 O 3.13202 -3.48444 -7.07620  -0.302
5 C 3.67161 -3.85578 -5.80746  -0.665
6 N 3.21560 -0.83568 -9.69327  -0.719
7 H 4.65254 -3.08910 -10.11101  0.357
8 H 3.19107 -3.13907 -11.07871  0.388
9 H 3.31211 -4.20627 -9.73309  0.335
10 H 1.93547 -2.26199 -9.04970  0.282
11 H 3.41726 -1.45577 -6.99413  0.408
12 H 4.68660 -2.32650 -7.70211  0.297
13 H 4.75244 -3.77622 -5.92395  0.306
14 H 3.37447 -4.88133 -5.58825  0.213
15 H 3.30385 -3.16834 -5.04569  0.256
16 H 4.03918 -0.78887 -10.27602  0.272
17 H 2.45093 -0.76121 -10.34890  0.288
18 C -2.27384 9.04298 -9.56149  -1.504
19 C -1.57837 7.85177 -8.96772  0.477
20 C -2.38422 6.59098 -9.34530  -0.758
21 O -1.85913 5.28497 -8.96784  -0.356
22 C -1.73642 5.04961 -7.58615  -0.688
23 N -0.18292 7.83101 -9.41351  -0.660
24 H -2.27858 9.06890 -10.65117  0.350
25 H -1.80300 9.97050 -9.23575  0.360
26 H -3.32602 9.06445 -9.27762  0.376
27 H -1.50388 7.84047 -7.88033  0.302
28 H -2.55211 6.58056 -10.42224  0.346
29 H -3.41687 6.72295 -9.02232  0.377
30 H -1.53636 4.00332 -7.35517  0.272
31 H -2.72030 5.20769 -7.14448  0.308
32 H -1.02576 5.70798 -7.08653  0.257
33 H 0.28112 7.00087 -9.07345  0.275
34 H -0.12611 7.70787 -10.41436  0.265
35 C 11.37755 -0.20958 4.97371  -1.507
36 C 10.22158 -0.54232 4.03488  0.455
37 C 8.90464 0.06343 4.41354  -0.716
38 O 7.83292 -0.45378 3.62613  -0.344
39 C 6.56366 -0.02890 4.13764  -0.651
40 N 10.68539 -0.15414 2.69922  -0.762
41 H 11.55934 0.84646 5.17333  0.360
42 H 12.26250 -0.72087 4.59483  0.381
43 H 11.25859 -0.60750 5.98149  0.399
44 H 10.00811 -1.61110 4.05038  0.302
45 H 8.99666 1.10034 4.09038  0.291
46 H 8.67470 -0.24073 5.43467  0.414
47 H 5.70273 -0.53028 3.69548  0.271
48 H 6.52950 1.06002 4.10329  0.268
49 H 6.59313 -0.36555 5.17394  0.274
50 H 9.83650 -0.19035 2.15316  0.305
51 H 10.95557 0.81902 2.70659  0.262
52 C -1.08758 8.91579 6.60355  -1.227
53 C -2.24832 7.89133 6.63005  0.266
54 C -2.04064 6.71174 5.66400  -0.604
55 O -2.96467 5.68201 6.00336  -0.326
56 C -2.63206 4.52628 5.25355  -0.770
57 N -2.35343 7.34147 7.95581  -0.746
58 H -0.75131 9.02895 5.57291  0.323
59 H -0.23024 8.60218 7.19912  0.323
60 H -1.40325 9.91949 6.88822  0.313
61 H -3.22383 8.35358 6.47897  0.324
62 H -1.04314 6.28913 5.78446  0.352
63 H -2.30399 7.02281 4.65307  0.338
64 H -3.48603 3.84913 5.27125  0.262
65 H -1.75977 4.09105 5.74117  0.317
66 H -2.38246 4.66803 4.20203  0.296
67 H -3.04291 6.60352 7.94339  0.322
68 H -1.46533 6.93675 8.21575  0.238
69 C -1.30690 -5.31132 6.11623  -1.343
70 C -1.82582 -6.57543 6.72078  0.507
71 C -2.58716 -6.27994 7.99409  -0.715
72 O -1.90644 -5.48453 8.98275  -0.307
73 C -2.44884 -5.44409 10.28478  -0.722
74 N -2.73631 -7.19693 5.70970  -0.766
75 H -0.82082 -4.66616 6.84808  0.336
76 H -2.12997 -4.71766 5.71846  0.321
77 H -0.60311 -5.40623 5.28933  0.363
78 H -1.04619 -7.25172 7.07139  0.226
79 H -2.89472 -7.18944 8.51012  0.396
80 H -3.55841 -5.83961 7.76851  0.312
81 H -1.81092 -5.00514 11.05194  0.257
82 H -2.60063 -6.45609 10.66014  0.300
83 H -3.37044 -4.86228 10.29999  0.290
84 H -2.33523 -7.18319 4.78286  0.274
85 H -3.50374 -6.57079 5.51198  0.270
86 C 3.99556 8.00915 -1.46674  -1.458
87 C 4.33121 6.98484 -2.52791  0.585
88 C 4.40687 5.46835 -2.04960  -0.763
89 O 5.15434 4.76660 -3.04427  -0.291
90 C 5.28078 3.43107 -2.76998  -0.728
91 N 3.28309 7.02786 -3.54083  -0.624
92 H 3.77186 9.02060 -1.80591  0.432
93 H 4.88005 8.15609 -0.84691  0.342
94 H 3.18155 7.65857 -0.83225  0.313
95 H 5.35608 7.23777 -2.79950  0.157
96 H 3.41408 5.03492 -1.92875  0.352
97 H 4.80072 5.38552 -1.03662  0.407
98 H 5.80248 3.24455 -1.83129  0.290
99 H 5.84124 2.96736 -3.58174  0.245
100 H 4.29454 2.97586 -2.67928  0.302
101 H 3.03969 8.00227 -3.64757  0.236
102 H 3.54597 6.70193 -4.45995  0.208
103 C -9.51882 -6.19117 3.45532  -1.380
104 C -8.91183 -5.47079 2.20715  0.312
105 C -9.93726 -4.41542 1.60414  -0.802
106 O -9.28365 -3.77506 0.50732  -0.257
107 C -10.07658 -2.91913 -0.19975  -0.806
108 N -7.77433 -4.79548 2.73423  -0.692
109 H -8.92316 -6.86874 4.06704  0.368
110 H -10.28076 -6.85997 3.05501  0.370
111 H -10.04836 -5.56516 4.17350  0.283
112 H -8.61114 -6.30248 1.56999  0.352
113 H -10.23531 -3.64872 2.31928  0.379
114 H -10.85153 -4.93827 1.32333  0.411
115 H -10.88820 -3.45186 -0.69528  0.328
116 H -9.41007 -2.64118 -1.01622  0.264
117 H -10.49621 -2.08149 0.35738  0.303
118 H -8.21286 -3.91754 2.97307  0.274
119 H -7.10391 -4.48022 2.04776  0.293
120 C 3.02456 -11.30727 0.93172  -1.432
121 C 1.86539 -10.36690 1.14526  0.429
122 C 0.81575 -10.33058 -0.01961  -0.503
123 O -0.25101 -9.40602 -0.00886  -0.345
124 C 0.16655 -8.09575 -0.34466  -0.683
125 N 1.16061 -10.81329 2.38077  -0.668
126 H 2.72726 -12.33984 0.74864  0.342
127 H 3.70677 -11.27427 1.78120  0.372
128 H 3.56346 -11.11960 0.00303  0.366
129 H 2.19965 -9.36992 1.43228  0.224
130 H 0.25723 -11.26484 -0.07720  0.263
131 H 1.42140 -10.16484 -0.91057  0.298
132 H 0.92481 -7.70043 0.33125  0.262
133 H -0.61471 -7.35364 -0.18036  0.283
134 H 0.46858 -8.09606 -1.39197  0.291
135 H 0.31748 -10.31019 2.61764  0.244
136 H 0.95667 -11.79318 2.24544  0.257
137 O -5.60345 3.80318 -1.76392  -0.635
138 H -6.27218 4.46635 -1.93490  0.316
139 H -4.77958 4.29038 -1.75299  0.322
140 O -5.88715 -0.26687 0.43897  -0.635
141 H -5.97291 0.64384 0.15703  0.323
142 H -6.55025 -0.73780 -0.06574  0.312
143 C -2.42583 7.94018 -1.44002  -0.584
144 O -1.60027 6.82705 -1.31003  -0.484
145 H -1.92637 8.88105 -1.20895  0.278
146 H -2.62441 8.02579 -2.50836  0.242
147 H -3.33426 8.00163 -0.84080  0.244
148 H -0.83965 6.97480 -1.87681  0.299
149 C -0.38405 0.24707 -0.18118  -0.444
150 O -0.97936 -0.64796 0.77062  -0.497
151 H 0.08068 1.09160 0.32764  0.184
152 H 0.35128 -0.34277 -0.72841  0.184
153 H -1.21300 0.52018 -0.83413  0.254
154 H -1.92063 -0.46738 0.71580  0.317

2.
Entry from the Open Molecules 2025 dataset: C34H16BrF6IrN9O4S2 as an isolated structure (ωB97M-V/def2-TZVPD).

## Properties
Energy above the lowest of the compared OMol25 structures with the same formula, charge and spin, kcal/mol: 0.00
E, a.u.: -6173.11230
Kohn-Sham gap (alpha / beta), eV: 5.352 / 5.961
2S+1: 2
Total charge: 0
Molecular weight, g/mol: 1064.80

Last column: Mulliken charge in e.
Cartesian coordinates (Å):
1 Ir -0.77949 -0.09199 0.57434  0.746
2 C -2.10372 4.91356 4.57543  -0.634
3 C -1.45488 4.13220 5.52837  -0.656
4 C -0.85711 2.92588 5.17815  -0.166
5 C -0.92301 2.55170 3.85134  0.223
6 C -0.46498 1.34494 3.16253  -0.139
7 N 0.05668 0.30619 3.78929  -0.514
8 C 0.34570 -0.85593 3.23644  0.317
9 C 0.84905 -2.01174 3.97366  -0.018
10 C 1.16409 -2.19081 5.30574  -0.195
11 C 1.57215 -3.45832 5.70541  -0.651
12 C 1.67566 -4.49948 4.78612  -0.700
13 C 1.36357 -4.31266 3.44483  -0.096
14 C 0.94141 -3.05795 3.05307  0.133
15 C 0.51137 -2.51230 1.76648  0.110
16 N 0.46876 -3.19509 0.64190  -0.500
17 C -0.03584 -2.76700 -0.49469  -0.485
18 N -0.79380 -1.64663 -0.67734  0.149
19 C -1.16217 -1.56292 -1.98392  -0.367
20 N -1.79417 -0.56385 -2.56815  -0.371
21 C -2.04528 0.61104 -2.02859  -0.142
22 N -1.72141 1.01990 -0.77303  0.105
23 C -2.05231 2.32910 -0.61966  0.215
24 N -1.97306 3.03390 0.48984  -0.527
25 C -1.44735 2.61569 1.62538  -0.137
26 N -0.75918 1.45915 1.83649  0.052
27 C -1.56169 3.33774 2.89402  0.247
28 C -2.17496 4.52460 3.24234  -0.213
29 C -2.65787 2.81138 -1.86096  0.215
30 C -3.17835 4.03540 -2.22875  -0.156
31 C -3.75900 4.13457 -3.48842  -0.649
32 C -3.78975 3.04650 -4.35544  -0.714
33 C -3.23948 1.82247 -3.99204  -0.296
34 C -2.68470 1.72184 -2.73277  0.298
35 C -0.70551 -2.76499 -2.68242  0.502
36 C -0.83525 -3.17236 -3.99275  -0.192
37 C -0.15940 -4.32868 -4.37210  -0.598
38 C 0.61925 -5.03769 -3.46330  -0.711
39 C 0.72373 -4.63250 -2.13522  -0.417
40 C 0.03723 -3.49909 -1.76034  0.592
41 N 0.16765 -1.20511 1.93210  -0.030
42 H -2.57862 5.83515 4.88625  0.402
43 H -1.42199 4.46396 6.55779  0.405
44 H -0.36098 2.29863 5.90628  0.560
45 H 1.08336 -1.37185 6.00829  0.560
46 H 1.82444 -3.63796 6.74209  0.412
47 H 2.01086 -5.47061 5.12649  0.401
48 H 1.43251 -5.12593 2.73426  0.558
49 H -2.70093 5.12302 2.51072  0.559
50 H -3.12713 4.88144 -1.55634  0.550
51 H -4.20488 5.07154 -3.79487  0.414
52 H -4.25224 3.15877 -5.32713  0.413
53 H -3.23435 0.97458 -4.66415  0.579
54 H -1.43334 -2.61075 -4.69777  0.558
55 H -0.22804 -4.67806 -5.39401  0.412
56 H 1.16617 -5.91105 -3.79273  0.411
57 H 1.34300 -5.16901 -1.42855  0.539
58 Br -3.12257 -0.67548 1.59701  -0.312
59 F 2.42294 1.49473 -3.83148  -0.229
60 C 1.54664 0.65599 -3.30278  0.590
61 F 1.37977 -0.38908 -4.09807  -0.216
62 F 0.36978 1.31020 -3.24714  -0.133
63 S 2.03694 0.13406 -1.55015  1.213
64 O 1.04635 0.83857 -0.73097  -0.891
65 O 1.94270 -1.29839 -1.53600  -0.603
66 N 3.45670 0.71602 -1.29688  -0.565
67 S 4.59842 -0.14803 -2.04689  1.008
68 O 5.27282 -1.08173 -1.20337  -0.617
69 O 4.16336 -0.57238 -3.34865  -0.586
70 C 5.81417 1.21548 -2.34329  0.641
71 F 5.22447 2.26316 -2.91630  -0.217
72 F 6.36592 1.61399 -1.19764  -0.232
73 F 6.78116 0.78041 -3.14743  -0.217